No. 1
The following is a DFT calculation (the ωB97M-V functional and the def2-TZVPD basis) of a single C16H14FNO6S molecule at a distorted geometry.

HOMO level, eV: -8.75
E_LUMO, eV: 0.3
Orbital gap, hartree: 0.33109
SMILES string: O=C(O)CN(c1ccc(F)cc1)S(=O)(=O)c1ccc2c(c1)OCCO2
F_max, eV/A: 1.3

```
! RIJCOSX wB97M-V def2-TZVPD def2/J DEFGRID3
* xyz 0 1
O 3.8941 1.5310 -0.4213
C 3.1853 0.9078 -1.1618
O 2.4240 1.4856 -2.0765
H 1.9174 0.8234 -2.6168
C 3.0792 -0.6290 -1.1001
N 1.7651 -1.0981 -0.7105
C 1.3799 -1.1668 0.6295
C 1.9823 -0.3796 1.6101
C 1.5416 -0.4446 2.9194
C 0.4944 -1.2879 3.2391
C -0.1058 -2.0910 2.2860
C 0.3465 -2.0351 0.9822
H -0.0822 -2.6778 0.2320
H -0.9061 -2.7558 2.5686
F 0.0471 -1.3319 4.5128
H 1.9989 0.1605 3.6857
H 2.7893 0.2895 1.3605
S 0.5724 -1.2637 -1.8866
O 0.2303 -2.6360 -2.0847
O 1.0870 -0.5566 -3.0387
C -0.8210 -0.3899 -1.1931
C -0.6505 0.9024 -0.7396
C -1.7251 1.5719 -0.1681
C -2.9617 0.9160 -0.0420
C -3.1155 -0.3726 -0.5442
C -2.0462 -1.0278 -1.1219
H -2.1392 -2.0298 -1.5065
H -4.0814 -0.8423 -0.4555
O -4.0264 1.5027 0.5672
C -3.6965 2.6591 1.3119
C -2.7451 3.5452 0.5119
H -2.4706 4.4413 1.0690
O -1.5403 2.8525 0.2527
H -3.2214 3.8294 -0.4356
H -4.6377 3.1688 1.5206
H -3.2162 2.3667 2.2546
H 0.2921 1.4179 -0.8192
H 3.2850 -1.0366 -2.0938
H 3.8200 -1.0106 -0.3930
*
```

---

No. 2
The following is a DFT calculation (the ωB97M-V functional and the def2-TZVPD basis) of a single C6H10O molecule at a distorted geometry.

HOMO level, eV: -8.08
E_LUMO, eV: 0.7
Orbital gap, hartree: 0.32418
Energy relative to the best compared isomer or geometry (same formula, charge and spin), eV: 2.639
SMILES string: C/C=C/C=C(/C)O
F_max, eV/A: 3.4

```
! RIJCOSX wB97M-V def2-TZVPD def2/J DEFGRID3
* xyz 0 1
C 1.5117 1.6155 -2.3780
C 0.3086 0.9471 -1.7187
C 0.2384 0.5678 -0.4115
C -0.9325 -0.2226 0.1088
C -0.8307 -0.5370 1.4606
O 0.0219 0.3033 2.3362
C -1.2022 -1.8530 2.0418
H 1.4180 1.4720 -3.5626
H 2.4695 1.2619 -1.9311
H 1.2594 2.7101 -2.1063
H -0.3276 0.3348 -2.4511
H 0.8592 1.1668 0.3631
H -1.3879 -0.9025 -0.7014
H 0.7915 -0.2414 2.3948
H -0.5318 -2.7111 1.9652
H -1.6004 -1.7004 3.0828
H -2.0648 -2.2114 1.5076
*
```

---

No. 3
The following is a DFT calculation (the ωB97M-V functional and the def2-TZVPD basis) of a single C9H12N2O2S molecule at a distorted geometry.

HOMO level (spin up / spin down), eV: -6.57 / -8.75
E_LUMO (spin up / spin down), eV: 0.1 / -3.0
Orbital gap (spin up / spin down), hartree: 0.24466 / 0.21073
Energy relative to the best compared isomer or geometry (same formula, charge and spin), eV: 0.000
F_max, eV/A: 2.2

```
! RIJCOSX wB97M-V def2-TZVPD def2/J DEFGRID3
* xyz 0 3
C 1.2790 2.4686 -0.3030
C 0.7083 1.7717 -1.4239
C 1.9379 1.8055 0.6512
C 0.6584 0.4266 -1.4417
C -4.1634 -0.3045 0.3313
C -3.1709 -1.1757 0.3391
C 2.1698 0.3246 0.5941
C 1.1425 -0.3376 -0.3158
C -1.8518 -0.9054 -0.2935
N 2.3168 -0.2049 1.9298
N 1.3433 -1.7512 -0.5729
O 0.6473 -2.2668 -1.4256
O 2.1802 -2.3371 0.0824
S -0.5863 -0.7557 1.0100
H 1.1694 3.5410 -0.2585
H 0.3181 2.3444 -2.2495
H 2.3837 2.3095 1.4950
H 0.2075 -0.1219 -2.2553
H -5.1155 -0.5152 0.7860
H -4.0615 0.6583 -0.1448
H -3.2704 -2.1384 0.8231
H 3.1480 0.1720 0.0966
H -1.8673 0.0348 -0.8463
H -1.5400 -1.7334 -0.9357
H 1.4474 -0.1223 2.4407
H 2.5695 -1.1869 1.8870
*
```

---

No. 4
The following is a DFT calculation (the ωB97M-V functional and the def2-TZVPD basis) of 2 unconnected molecules or ions with the total composition C2H7PS2 at a distorted geometry.

HOMO level (spin up / spin down), eV: -7.78 / -8.55
E_LUMO (spin up / spin down), eV: -1.4 / -1.1
Orbital gap (spin up / spin down), hartree: 0.23551 / 0.27457
Energy relative to the best compared isomer or geometry (same formula, charge and spin), eV: 2.988
F_max, eV/A: 5.9

```
! RIJCOSX wB97M-V def2-TZVPD def2/J DEFGRID3
* xyz 0 1
C 2.2768 0.9524 1.7626
C -1.7476 -0.3264 -2.3275
P -1.0023 -0.5840 0.7167
S 1.9387 0.1421 0.2049
S -1.8626 -1.5406 -0.9111
H 2.7913 1.9117 1.8912
H 2.7813 0.1221 2.2846
H 1.2508 1.0030 2.1994
H -2.3452 -0.5382 -3.1454
H -0.7161 0.0465 -2.4288
H -2.1991 0.5807 -1.7750
H -1.1661 -1.7695 1.5283
*
```

---

No. 5
The following is a DFT calculation (the ωB97M-V functional and the def2-TZVPD basis) of 4 unconnected molecules or ions with the total composition C3H16N2O3 at a distorted geometry.

HOMO level, eV: -9.07
E_LUMO, eV: 0.4
Orbital gap, hartree: 0.34819
Energy relative to the best compared isomer or geometry (same formula, charge and spin), eV: 1.080
SMILES string: NCCCN.O.O.O
F_max, eV/A: 2.8

```
! RIJCOSX wB97M-V def2-TZVPD def2/J DEFGRID3
* xyz 0 1
C 1.6935 0.3307 0.2389
C 0.7264 -0.1011 1.3692
C 0.1450 -1.4474 0.9607
N -0.5472 -2.1516 2.0417
N 2.2223 1.6462 0.7381
H 2.4951 -0.3628 0.0209
H 1.1813 0.5801 -0.6848
H 1.3366 -0.3542 2.2774
H 0.1962 0.7988 1.6631
H 0.9821 -2.0986 0.6820
H -0.6255 -1.3818 0.1613
H -1.1826 -1.6308 2.6276
H -0.9845 -2.9877 1.6810
H 2.8197 2.0489 0.0290
H 2.6999 1.5772 1.6236
H -1.3566 2.3939 0.8680
H -0.5661 3.0726 -0.3664
O -1.1784 2.3961 -0.0757
H -1.0650 -0.8367 -2.6383
H -0.4486 -2.0732 -2.1294
O -0.4620 -1.5639 -2.9464
H -1.6317 1.3135 -1.2859
H -2.4073 -0.0487 -1.1583
O -1.9260 0.5072 -1.7791
*
```

---

No. 6
The following is a DFT calculation (the ωB97M-V functional and the def2-TZVPD basis) of 6 unconnected molecules or ions with the total composition C25H64ClN6O13S3 at a distorted geometry.

HOMO level, eV: -6.34
E_LUMO, eV: 1.7
Orbital gap, hartree: 0.29539
F_max, eV/A: 8.8

```
! RIJCOSX wB97M-V def2-TZVPD def2/J DEFGRID3
* xyz -1 1
O -0.6716 -3.4061 0.8356
C -0.7979 -3.3550 2.1671
Cl -0.1624 -1.8640 3.0898
C -1.4751 -4.6486 2.9146
S -0.1216 -5.7054 3.7523
O 0.4347 -4.7995 4.9029
O 0.9363 -5.9617 2.6182
N -0.9282 -7.1512 4.3069
S 0.1415 -8.2214 5.1781
O -0.7111 -8.8115 6.3684
O 1.3703 -7.5403 5.8266
C 0.6693 -9.7530 4.1704
C 2.0833 -9.5422 3.3681
C 1.9159 -9.2509 1.7526
S 1.4496 -10.7506 0.7324
O 1.2348 -10.2744 -0.7514
O 2.5522 -11.8476 0.6660
O 0.0019 -11.4945 1.2393
H -2.1249 -4.2335 3.8241
H -2.1556 -5.3151 2.2334
H -0.2025 -10.1680 3.4892
H 0.8787 -10.5885 4.9968
H 2.6511 -8.5875 3.8056
H 2.8514 -10.4391 3.5139
H 1.1822 -8.3425 1.5342
H 2.9903 -8.8894 1.3815
H 0.1168 -12.4909 1.2352
C 3.2687 -0.1859 -1.7490
C 1.9033 -0.8431 -1.5617
C 0.7692 0.1608 -1.2510
O 0.7713 0.6579 0.0909
C 1.6980 1.7073 0.3252
N 2.0082 -1.8761 -0.5230
H 3.7341 0.0997 -0.8015
H 3.9596 -0.8798 -2.2418
H 3.1931 0.7084 -2.3763
H 1.6516 -1.3348 -2.5095
H -0.1866 -0.3654 -1.3665
H 0.7534 0.9889 -1.9702
H 1.8083 2.3632 -0.5441
H 2.6640 1.2926 0.6174
H 1.3306 2.3041 1.1649
H 1.1235 -2.3833 -0.4749
H 2.0587 -1.3946 0.3822
C -1.0367 5.0892 -0.1949
C -0.0519 5.6738 0.8150
C -0.0080 7.2193 0.8151
O 0.7038 7.7902 -0.2871
C -0.0420 7.8603 -1.4928
N 1.2773 5.0969 0.5758
H -0.6556 5.1129 -1.2196
H -1.2420 4.0381 0.0397
H -1.9905 5.6265 -0.1720
H -0.3883 5.3580 1.8103
H 0.5358 7.5401 1.7123
H -1.0128 7.6527 0.8930
H -1.1027 8.0608 -1.3118
H 0.0820 6.9374 -2.0614
H 0.3660 8.6749 -2.0980
H 1.9076 5.4083 1.3161
H 1.6569 5.5439 -0.2668
C 0.6896 6.1674 7.2365
C -0.0623 5.3362 6.1997
C 0.6042 5.3342 4.8046
O 0.4104 6.5380 4.0556
C 1.2816 7.5990 4.4163
N -1.4537 5.8011 6.1315
H 0.5241 7.2419 7.1178
H 0.3538 5.9077 8.2473
H 1.7671 5.9796 7.1864
H -0.0647 4.3000 6.5602
H 0.1358 4.5406 4.2093
H 1.6706 5.0842 4.8659
H 2.2749 7.2391 4.7026
H 0.8395 8.1859 5.2228
H 1.3888 8.2598 3.5515
H -1.9781 5.1769 5.5169
H -1.4528 6.6933 5.6237
C -0.5113 -2.7377 -5.0998
C -0.2283 -1.2954 -5.5135
C -0.4431 -1.0293 -7.0214
O 0.5995 -1.5299 -7.8640
C 0.5089 -2.9180 -8.1461
N 1.1311 -0.9345 -5.0909
H 0.2975 -3.4219 -5.3711
H -0.6277 -2.8046 -4.0118
H -1.4369 -3.1043 -5.5556
H -0.9368 -0.6605 -4.9672
H -0.4463 0.0571 -7.1739
H -1.4217 -1.3905 -7.3607
H -0.5288 -3.2555 -8.2325
H 1.0348 -3.4889 -7.3794
H 1.0142 -3.1053 -9.0978
H 1.2783 0.0589 -5.2741
H 1.7836 -1.3969 -5.7345
C -2.8717 1.8096 -1.3305
C -3.6236 0.9783 -2.3673
C -2.9571 0.9764 -3.7623
O -3.1509 2.1801 -4.5114
C -2.2797 3.2411 -4.1507
N -5.0150 1.4433 -2.4354
H -3.0372 2.8840 -1.4492
H -3.2074 1.5498 -0.3196
H -1.7942 1.6218 -1.3806
H -3.6260 -0.0578 -2.0067
H -3.4254 0.1828 -4.3577
H -1.8907 0.7263 -3.7011
H -1.2864 2.8813 -3.8643
H -2.7218 3.8280 -3.3441
H -2.1725 3.9020 -5.0155
H -5.5393 0.8191 -3.0500
H -5.0141 2.3355 -2.9433
*
```